[1]
{"formula": "C46H48N9PS4TeTl", "method": "ωB97M-V with the def2-TZVPD basis set", "species": ["Tl", "C", "C", "N", "N", "C", "S", "N", "N", "H", "H", "H", "H", "H", "H", "C", "C", "C", "C", "C", "C", "P", "C", "C", "C", "C", "C", "C", "C", "C", "C", "C", "C", "C", "C", "C", "C", "C", "H", "H", "H", "H", "H", "H", "H", "H", "H", "H", "H", "H", "H", "H", "H", "H", "S", "C", "S", "C", "N", "N", "C", "C", "C", "C", "C", "C", "S", "H", "H", "H", "H", "H", "C", "Te", "C", "C", "C", "C", "C", "C", "C", "H", "H", "H", "H", "H", "H", "H", "H", "C", "N", "C", "C", "N", "N", "C", "C", "H", "H", "H", "H", "H", "H", "H", "H", "H", "H", "H", "H", "H"], "xyz": [[-0.80, 0.09, 0.35], [-6.61, 0.56, 1.23], [-5.54, 0.13, 2.16], [-5.64, 0.04, 3.45], [-4.40, -0.38, 3.85], [-3.52, -0.54, 2.86], [-1.92, -1.04, 2.91], [-4.26, -0.21, 1.77], [-3.73, -0.25, 0.47], [-7.51, 0.78, 1.80], [-6.84, -0.22, 0.50], [-6.32, 1.47, 0.69], [-4.22, -0.57, 4.82], [-4.39, 0.20, -0.15], [-3.59, -1.22, 0.20], [2.95, -4.03, 2.26], [2.70, -4.16, 0.90], [2.41, -3.03, 0.14], [2.40, -1.77, 0.73], [2.66, -1.65, 2.10], [2.93, -2.78, 2.86], [1.88, -0.34, -0.25], [2.85, -0.33, -1.78], [2.32, 0.40, -2.85], [2.99, 0.45, -4.07], [4.19, -0.24, -4.22], [4.72, -0.96, -3.16], [4.05, -1.02, -1.94], [2.47, 1.08, 0.70], [3.77, 1.51, 0.59], [4.27, 2.57, 1.37], [3.45, 3.19, 2.27], [2.10, 2.80, 2.41], [1.26, 3.46, 3.34], [-0.05, 3.09, 3.48], [-0.58, 2.07, 2.67], [0.20, 1.42, 1.76], [1.58, 1.74, 1.60], [3.15, -4.91, 2.86], [2.72, -5.14, 0.44], [2.19, -3.14, -0.92], [2.65, -0.67, 2.57], [3.12, -2.68, 3.92], [1.38, 0.92, -2.74], [2.57, 1.01, -4.90], [4.71, -0.21, -5.17], [5.65, -1.50, -3.28], [4.46, -1.59, -1.12], [4.44, 1.01, -0.11], [5.30, 2.88, 1.26], [3.83, 3.98, 2.90], [1.68, 4.26, 3.95], [-0.68, 3.59, 4.21], [-1.63, 1.80, 2.79], [0.53, -7.52, 0.46], [-0.20, -6.05, 0.58], [-0.44, -5.06, -0.82], [-1.06, -3.76, 0.15], [-1.13, -4.05, 1.40], [-0.65, -5.33, 1.65], [-0.68, -5.73, 3.04], [-0.89, -4.75, 4.01], [-0.94, -5.11, 5.35], [-0.78, -6.44, 5.74], [-0.57, -7.40, 4.76], [-0.52, -7.06, 3.41], [-1.57, -2.27, -0.61], [-1.00, -3.72, 3.72], [-1.09, -4.34, 6.10], [-0.81, -6.72, 6.78], [-0.45, -8.44, 5.04], [-0.36, -7.83, 2.67], [-0.56, -1.16, -3.81], [-1.85, 0.07, -2.66], [-1.06, 1.65, -3.86], [-0.64, 0.96, -5.14], [-0.52, 1.65, -6.34], [-0.12, 1.00, -7.49], [0.15, -0.37, -7.46], [0.02, -1.07, -6.27], [-0.38, -0.42, -5.11], [-1.02, -2.14, -3.92], [0.37, -1.28, -3.26], [-0.23, 2.10, -3.33], [-1.82, 2.41, -4.02], [-0.73, 2.72, -6.37], [-0.04, 1.54, -8.43], [0.45, -0.88, -8.36], [0.22, -2.14, -6.25], [-2.87, 3.37, 0.22], [-1.80, 4.30, -0.04], [-2.25, 5.66, -0.37], [-0.60, 3.83, -0.49], [-0.48, 2.58, -0.85], [0.43, 4.75, -0.53], [1.65, 4.39, -1.23], [0.63, 5.68, 0.58], [-3.56, 3.81, 0.95], [-2.48, 2.45, 0.63], [-3.44, 3.13, -0.69], [-3.11, 5.60, -1.04], [-1.46, 6.20, -0.87], [-2.55, 6.20, 0.53], [0.51, 2.38, -1.01], [1.42, 3.96, -2.21], [2.27, 3.69, -0.66], [2.22, 5.30, -1.40], [-0.24, 5.71, 1.23], [0.85, 6.68, 0.22], [1.48, 5.34, 1.19]], "mulliken_charge": [1.405, -1.399, 1.098, -0.850, 0.294, -0.091, -0.134, 0.481, -0.546, 0.357, 0.338, 0.304, 0.165, 0.145, 0.311, -0.548, -1.039, -0.273, 0.532, -0.721, -0.898, 0.898, -0.092, -0.112, -0.585, -0.730, -0.828, -0.198, 0.389, -0.590, -1.135, -0.715, 0.965, -0.640, -1.232, 0.311, 0.383, -0.776, 0.442, 0.501, 0.650, 0.376, 0.476, 0.276, 0.470, 0.426, 0.451, 0.522, 0.488, 0.395, 0.417, 0.428, 0.427, 0.107, -0.310, 0.137, -0.143, -0.185, -0.472, 0.558, 0.597, -0.051, -0.701, -0.434, -0.772, -0.526, -0.165, 0.381, 0.396, 0.396, 0.378, 0.242, -0.351, 0.095, -0.694, 0.594, -0.759, -0.640, -0.609, -0.778, 0.459, 0.859, -0.089, -0.298, 0.866, 0.475, 0.439, 0.434, 0.481, -0.735, 0.321, -1.242, 0.388, 0.562, 0.191, -0.895, -1.273, 0.402, -0.184, 0.302, 0.372, 0.413, 0.322, -0.816, 0.236, 0.264, 0.357, 0.419, 0.299, 0.386], "gap_ev": 6.32, "max_force_ha_per_bohr": 0.018, "total_charge": 1, "homo_energy_ev": -9.57, "relative_energy_kj_mol": 127.32}

[2]
{"formula": "C22H28F6O2PS4SbTi", "method": "ωB97M-V with the def2-TZVPD basis set", "species": ["Ti", "C", "C", "S", "C", "C", "S", "C", "C", "S", "C", "C", "S", "H", "H", "H", "H", "H", "H", "H", "H", "H", "H", "H", "H", "H", "H", "H", "H", "O", "C", "O", "C", "P", "C", "C", "C", "C", "C", "C", "C", "C", "C", "C", "C", "C", "H", "H", "H", "H", "H", "H", "H", "H", "H", "H", "H", "H", "F", "Sb", "F", "F", "F", "F", "F"], "xyz": [[-0.59, 0.40, -1.03], [2.23, -2.02, -0.34], [2.52, -2.92, -1.53], [1.06, -3.17, -2.58], [1.51, -2.42, -4.16], [1.65, -0.91, -4.19], [0.11, -0.02, -3.79], [0.68, 1.65, -4.21], [1.78, 2.17, -3.28], [1.05, 2.44, -1.64], [2.41, 2.24, -0.46], [2.94, 0.81, -0.27], [1.75, -0.37, -0.94], [3.11, -1.88, 0.29], [1.43, -2.40, 0.29], [2.83, -3.90, -1.15], [3.35, -2.54, -2.13], [0.73, -2.75, -4.84], [2.44, -2.86, -4.53], [1.91, -0.59, -5.20], [2.45, -0.58, -3.52], [-0.19, 2.30, -4.19], [1.05, 1.64, -5.24], [2.14, 3.14, -3.63], [2.62, 1.49, -3.22], [1.98, 2.61, 0.47], [3.21, 2.92, -0.73], [3.11, 0.61, 0.79], [3.88, 0.66, -0.80], [-1.56, -3.45, -0.71], [-1.71, -2.32, -0.43], [-1.08, -1.31, -1.19], [-2.48, -1.69, 0.70], [-1.43, -0.34, 1.32], [-0.05, -1.10, 2.21], [-0.10, -2.42, 2.64], [0.97, -2.97, 3.34], [2.08, -2.20, 3.62], [2.14, -0.87, 3.20], [1.09, -0.33, 2.48], [-2.37, 0.68, 2.46], [-3.76, 0.69, 2.44], [-4.46, 1.50, 3.33], [-3.76, 2.29, 4.23], [-2.38, 2.28, 4.25], [-1.68, 1.48, 3.37], [-2.76, -2.43, 1.45], [-3.39, -1.25, 0.29], [-0.97, -3.04, 2.46], [0.91, -3.99, 3.68], [2.91, -2.62, 4.18], [3.00, -0.26, 3.44], [1.14, 0.71, 2.16], [-4.32, 0.08, 1.74], [-5.54, 1.50, 3.32], [-4.31, 2.92, 4.92], [-1.84, 2.90, 4.96], [-0.59, 1.47, 3.42], [-1.82, 1.40, -2.20], [-2.85, 2.78, -1.05], [-1.23, 2.17, -0.03], [-3.55, 1.15, -0.42], [-4.19, 2.99, -2.30], [-3.48, 3.81, 0.33], [-1.75, 4.05, -1.84]], "mulliken_charge": [0.550, -0.395, -1.021, -0.022, -1.059, -0.531, 0.201, -0.892, -0.694, 0.180, -0.952, -0.790, 0.388, 0.706, 0.041, 0.541, 0.470, 0.449, 0.485, 0.596, 0.250, 0.399, 0.551, 0.571, 0.349, 0.432, 0.501, 0.318, 0.603, -0.460, 0.108, -0.006, -0.864, 0.941, 0.991, -0.584, -0.798, -0.711, -1.305, -0.326, 1.334, -0.432, -0.934, -0.553, -0.804, -0.652, 0.568, 0.485, 0.299, 0.499, 0.450, 0.481, 0.832, 0.369, 0.452, 0.440, 0.453, 0.263, -0.667, 2.535, -0.613, -0.537, -0.479, -0.490, -0.510], "gap_ev": 6.22, "max_force_ha_per_bohr": 0.012, "total_charge": 2, "homo_energy_ev": -14.19, "relative_energy_kj_mol": 107.61}

[3]
{"formula": "C6H8S2", "method": "ωB97M-V with the def2-TZVPD basis set", "species": ["C", "C", "C", "C", "C", "S", "C", "S", "H", "H", "H", "H", "H", "H", "H", "H"], "xyz": [[2.79, -0.56, -0.76], [1.50, -0.18, -0.62], [0.84, -0.08, 0.72], [-0.66, -0.26, 0.68], [-1.51, 0.83, 0.03], [-1.05, 2.36, -0.28], [-2.89, 0.51, -0.26], [-3.44, -1.02, -0.42], [3.25, -0.65, -1.73], [3.49, -0.93, 0.02], [0.89, 0.13, -1.46], [1.00, 0.92, 1.16], [1.31, -0.82, 1.39], [-0.89, -1.21, 0.21], [-1.06, -0.43, 1.72], [-3.57, 1.41, -0.39]], "mulliken_charge": [-0.860, 0.018, -0.617, -0.767, 0.385, -0.178, -0.340, -0.204, 0.262, 0.255, 0.276, 0.286, 0.364, 0.423, 0.397, 0.300], "gap_ev": 7.18, "max_force_ha_per_bohr": 0.036, "smiles": "C=CCCC(=S)C=S", "total_charge": 0, "homo_energy_ev": -9.11, "relative_energy_kj_mol": 191.23}

[4]
{"formula": "C4H6N2", "method": "ωB97M-V with the def2-TZVPD basis set", "species": ["N", "C", "C", "C", "N", "C", "H", "H", "H", "H", "H", "H"], "xyz": [[-0.89, -1.36, 0.65], [0.09, -0.09, -1.03], [-0.99, -0.12, -0.03], [-0.03, 0.90, 0.66], [1.07, 0.19, 1.14], [1.20, 0.37, -0.29], [-1.07, -2.10, -0.03], [0.05, -0.13, -2.12], [-1.97, 0.32, -0.28], [-0.17, 1.97, 0.80], [0.62, -0.79, 1.24], [2.10, 0.83, -0.69]], "mulliken_charge": [-0.928, -0.235, 0.425, -0.439, -0.495, -0.371, 0.142, 0.368, 0.359, 0.338, 0.470, 0.365], "gap_ev": [7.07, 7.07], "max_force_ha_per_bohr": 0.012, "total_charge": 0, "homo_energy_ev": [-7.28, -7.28], "relative_energy_kj_mol": 580.78}

Repeat the third record exactly.
{"formula": "C6H8S2", "method": "ωB97M-V with the def2-TZVPD basis set", "species": ["C", "C", "C", "C", "C", "S", "C", "S", "H", "H", "H", "H", "H", "H", "H", "H"], "xyz": [[2.79, -0.56, -0.76], [1.50, -0.18, -0.62], [0.84, -0.08, 0.72], [-0.66, -0.26, 0.68], [-1.51, 0.83, 0.03], [-1.05, 2.36, -0.28], [-2.89, 0.51, -0.26], [-3.44, -1.02, -0.42], [3.25, -0.65, -1.73], [3.49, -0.93, 0.02], [0.89, 0.13, -1.46], [1.00, 0.92, 1.16], [1.31, -0.82, 1.39], [-0.89, -1.21, 0.21], [-1.06, -0.43, 1.72], [-3.57, 1.41, -0.39]], "mulliken_charge": [-0.860, 0.018, -0.617, -0.767, 0.385, -0.178, -0.340, -0.204, 0.262, 0.255, 0.276, 0.286, 0.364, 0.423, 0.397, 0.300], "gap_ev": 7.18, "max_force_ha_per_bohr": 0.036, "smiles": "C=CCCC(=S)C=S", "total_charge": 0, "homo_energy_ev": -9.11, "relative_energy_kj_mol": 191.23}